A molecular structure, C30H42N4O3Pd in a non-equilibrium geometry, computed with ωB97M-V with the def2-TZVPD basis set.

Cartesian coordinates (Å):
1 Pd 11.5193 11.8874 8.8580
2 N 13.5078 12.1879 9.6592
3 C 13.8512 11.3348 10.8297
4 C 12.5789 11.3437 11.7046
5 O 12.5711 10.9729 12.9172
6 N 11.4273 11.6745 10.9913
7 C 10.6285 12.7910 11.5584
8 C 10.5579 14.0053 10.6237
9 O 10.0954 15.0903 10.9966
10 O 11.0551 13.8092 9.4175
11 H 13.3108 13.1282 10.0349
12 H 14.2258 12.2444 8.9472
13 H 14.1988 10.2814 10.5615
14 H 14.6750 11.7429 11.4085
15 H 9.6404 12.3744 11.7249
16 H 11.1377 12.8940 12.5452
17 C 11.4828 14.4114 6.3976
18 C 10.3580 13.3888 6.1746
19 C 9.9459 13.4533 4.6537
20 C 9.2074 13.5999 7.0884
21 C 8.5984 14.8527 7.0143
22 C 7.5862 15.1608 7.9284
23 C 7.2159 14.2923 8.9458
24 C 7.6721 12.9328 8.9150
25 C 6.9044 12.0509 9.9131
26 C 5.4132 12.0076 9.6033
27 C 7.4608 10.6255 10.1470
28 C 8.7430 12.6414 8.0480
29 N 9.5530 11.4953 8.2457
30 C 9.4096 10.3341 7.5801
31 C 10.5085 9.4635 7.6307
32 N 11.6646 9.8806 8.2201
33 C 12.7351 9.0570 8.3587
34 C 13.8707 9.0275 7.4537
35 C 14.7218 7.9354 7.5678
36 C 14.8065 7.1870 8.7390
37 C 13.7628 7.2174 9.6973
38 C 12.7056 8.0864 9.5220
39 C 11.4947 7.9818 10.4071
40 C 10.6224 6.6965 10.2397
41 C 11.9648 7.9619 11.8705
42 C 13.9388 10.0254 6.3177
43 C 13.4394 9.4188 5.0045
44 C 15.3730 10.5253 6.1150
45 H 12.3749 14.0678 5.9531
46 H 11.6860 14.5609 7.4641
47 H 11.2123 15.3683 5.9328
48 H 10.7119 12.3779 6.3812
49 H 9.8198 14.4495 4.3006
50 H 9.0948 12.7976 4.4447
51 H 10.7585 13.0273 3.9916
52 H 8.9496 15.5980 6.2977
53 H 7.1287 16.1798 7.8170
54 H 6.4599 14.5583 9.6353
55 H 7.0201 12.5892 10.8679
56 H 5.1427 11.5715 8.6648
57 H 4.9934 13.0183 9.5570
58 H 4.8653 11.4281 10.3330
59 H 7.3449 9.9821 9.2380
60 H 6.9357 10.1226 10.9421
61 H 8.5383 10.6927 10.4053
62 H 8.4685 10.0119 7.0892
63 H 10.4573 8.4811 7.1435
64 H 15.5004 7.7802 6.8111
65 H 15.7100 6.6390 8.9241
66 H 13.6740 6.5963 10.5789
67 H 10.7965 8.7756 10.1886
68 H 11.2337 5.7588 10.2683
69 H 10.1321 6.6983 9.2342
70 H 9.8033 6.6460 10.9732
71 H 12.3251 6.9202 12.0657
72 H 11.1568 8.0921 12.5647
73 H 12.7480 8.7116 12.0146
74 H 13.3362 10.9115 6.5931
75 H 13.8259 8.4328 4.8089
76 H 13.7988 10.0372 4.2062
77 H 12.3776 9.3052 5.0104
78 H 16.0170 9.7653 5.7275
79 H 15.8484 10.8899 7.0632
80 H 15.3733 11.3611 5.3952

Charge: -2
HOMO level (spin up / spin down) (eV): 2.7 / -1.4
Lowest unoccupied orbital energy (spin up / spin down) (eV): 4.4519 / 4.4061
Spin multiplicity: 3

A molecular structure, CH10MnO8 in a non-equilibrium geometry, computed with ωB97M-V with the def2-TZVPD basis set.

Cartesian coordinates (Å):
1 Mn 0.1435 -0.1153 0.1602
2 C -0.5031 0.9233 -2.8160
3 O -0.0979 1.7920 -3.5674
4 O 0.0932 0.3989 -1.8833
5 O -1.6416 0.6376 -3.1403
6 O -0.1066 1.8612 0.8806
7 H -0.4905 2.3925 0.1831
8 H 0.2018 2.4981 1.5252
9 O 0.2951 -2.1174 -0.4165
10 H 0.5372 -2.3602 -1.3102
11 H 0.4272 -2.9166 0.0934
12 O 2.2852 0.1926 0.5014
13 H 2.8793 -0.5471 0.3745
14 H 2.8628 0.9437 0.6376
15 O -1.9721 -0.4499 0.3224
16 H -2.7321 -0.6801 -0.2120
17 H -2.3409 -0.2037 1.1706
18 O 0.0391 -0.6605 2.1189
19 H -0.6958 -0.7761 2.7213
20 H 0.8163 -0.8129 2.6565

Charge: +1
HOMO level (spin up / spin down) (eV): -12.4 / -12.5
Relative energy (zero: lowest compared OMol25 entry of this formula, charge and spin) (kcal/mol): 13.1
Lowest unoccupied orbital energy (spin up / spin down) (eV): -3.9561 / -3.9556
Spin multiplicity: 7

Question: Among the records above, which one has the lowest spin multiplicity?
Answer: C30H42N4O3Pd